Here is a structure of composition C15H37IrN4O5S from the OMol25 dataset. Energies are from ωB97M-V/def2-TZVPD.

XYZ file:
```
63
Properties=species:S:1:pos:R:3:forces:R:3
Ir 0.1122 -0.2007 -0.0675 -0.2984 2.6473 -4.7858
C -1.7890 2.1287 -1.8892 0.1790 0.0441 -0.1642
C -2.3411 0.7350 -1.9087 -0.5582 -0.1801 -0.5030
N -1.2845 -0.2817 -1.8113 0.1237 -0.3490 1.5064
C -0.6085 -0.5526 -3.1028 -0.1919 0.0573 -0.1593
C 0.7720 -1.0530 -2.8663 0.0753 -0.4295 -0.2529
N 1.4441 -0.0620 -2.0194 -0.9633 -0.2699 1.8579
C 2.9184 -0.2162 -1.9369 0.3853 -0.0861 0.1134
C 3.3338 -0.8970 -0.6573 0.0435 0.0232 -0.0808
C 3.3368 0.0626 0.5020 0.0127 -0.2698 0.2626
N 2.0125 0.7329 0.7533 -0.7016 -1.2262 0.7610
C 2.0074 2.2009 0.6915 0.4983 0.2325 0.3356
C 0.8955 2.7039 -0.1585 -0.0772 0.3318 -0.3749
N -0.3132 1.9176 0.1363 0.3195 -0.8563 -0.0235
C -1.5327 2.5196 -0.4686 -0.2289 0.3827 0.2846
H -2.5280 2.8092 -2.3082 -0.0169 0.0634 -0.0055
H -0.8906 2.2341 -2.5111 -0.1327 0.0432 -0.0137
H -2.9071 0.5701 -2.8272 0.0624 -0.2287 -0.0883
H -3.0252 0.5931 -1.0726 0.0394 0.0207 -0.1695
H -1.6910 -1.1553 -1.4676 0.0930 0.1563 -0.4591
H -0.5925 0.3693 -3.6835 -0.0081 0.0505 -0.0207
H -1.1682 -1.2904 -3.6743 -0.2462 0.0153 0.0164
H 1.2882 -1.1881 -3.8174 0.1624 0.1564 -0.0076
H 0.7572 -2.0101 -2.3508 0.1314 -0.0167 -0.0431
H 1.2064 0.8684 -2.3536 0.0405 0.0367 -0.0163
H 3.3767 0.7691 -2.0300 -0.0438 0.0272 -0.0175
H 3.2681 -0.8235 -2.7714 -0.2824 0.0924 -0.2307
H 4.3394 -1.3052 -0.7648 0.0092 0.0463 -0.0217
H 2.6615 -1.7227 -0.4453 0.1897 -0.1402 -0.1459
H 4.0808 0.8360 0.3248 -0.0366 0.1281 0.0857
H 3.6205 -0.4879 1.3961 -0.0568 0.1526 0.1455
H 1.6553 0.4056 1.6564 0.5668 0.4069 0.2508
H 2.9451 2.5745 0.2905 0.1627 -0.1043 0.0425
H 1.9219 2.5964 1.7025 0.0609 0.0092 0.0135
H 1.1165 2.6393 -1.2237 -0.0088 -0.0160 -0.0268
H 0.7375 3.7585 0.0661 -0.2192 0.0789 -0.0557
H -0.4566 1.9459 1.1507 -0.0492 -0.2347 -0.0616
H -1.4372 3.6035 -0.3953 0.1424 0.0141 0.1944
H -2.3861 2.2166 0.1367 0.0599 0.0637 0.1076
C -0.2631 1.7401 3.5222 -0.0920 -0.1007 0.2055
O -0.4582 0.6074 2.6514 1.2216 0.1804 0.3836
C -1.4156 -0.3379 3.1436 -0.9355 0.9100 -0.6924
C -2.6171 -0.0555 2.2731 -0.1784 -0.0174 0.6798
O -2.3333 -0.4056 0.8982 0.5444 -0.1463 -0.0273
C -3.1570 -1.4805 0.3836 -0.0698 0.0256 0.2163
H -1.2135 2.2124 3.7722 -0.0747 0.0423 -0.0476
H 0.3763 2.4680 3.0165 -0.0938 -0.0768 0.0514
H 0.2240 1.4323 4.4448 0.0703 -0.0426 0.0389
H -1.6550 -0.2313 4.1998 0.1565 0.2802 0.0601
H -1.0681 -1.3220 2.9620 0.5330 -0.8628 -0.0204
H -2.7819 1.0233 2.3000 -0.2743 -0.0183 -0.0827
H -3.5001 -0.5561 2.6664 -0.1494 -0.1667 -0.3856
H -2.9550 -2.4165 0.8835 0.2128 -0.2185 0.1685
H -2.9443 -1.5902 -0.6795 -0.4305 -0.1495 0.3243
H -4.2086 -1.2393 0.5185 -0.0559 0.2077 -0.0591
C 1.0752 -4.3542 0.4177 0.3631 0.0953 -0.4611
S 0.2303 -2.8801 0.8069 0.6512 0.0824 0.0767
O -0.6428 -3.1453 1.8764 -0.9342 -0.2497 0.7327
O -0.4500 -2.3179 -0.4372 0.7866 0.0180 0.2352
O 1.2133 -1.7530 1.0954 -0.3783 -0.6602 0.2230
H 0.3088 -5.1177 0.2656 0.0677 0.0449 0.0338
H 1.7004 -4.6058 1.2796 -0.1181 0.0238 -0.0781
H 1.6790 -4.2191 -0.4845 -0.0601 -0.0744 0.1745
```
Forces are in eV/Å.

Calculated values
Total charge   +3
2S+1   2
LUMO level (spin up / spin down)   -0.456 / -0.444 Ha
Highest occupied orbital energy (spin up / spin down)   -19.0 / -19.2 eV
Relative energy (zero: lowest compared OMol25 entry of this formula, charge and spin)   77.4 kcal/mol


Here is a structure of composition C2H10AlBBrNO3P from the OMol25 dataset. Energies are from ωB97M-V/def2-TZVPD.

XYZ file:
```
20
Properties=species:S:1:pos:R:3:forces:R:3
N 1.7152 -2.4706 1.2666 0.3421 1.1827 0.1726
B 0.9962 -1.8895 0.0616 0.0376 -1.0586 -0.8552
O 1.2527 -2.3731 -1.3407 2.1299 1.6962 1.4046
Al -0.3925 -0.3224 0.1798 0.9102 0.5905 0.3894
C 0.2999 1.1052 -1.1588 0.5436 1.4248 -0.6389
C 0.2661 2.6414 -0.5484 -0.5553 -0.5891 -1.4684
O 0.1193 2.6701 0.9277 2.6607 0.6554 -0.9943
P -2.5442 -0.9418 -0.4350 -2.4625 0.5548 0.0196
O -3.7096 -0.5650 0.8501 1.8979 0.7440 -0.0112
Br -2.5986 -3.2215 -0.5834 0.1013 0.0992 0.4399
H 1.1670 -2.3353 2.1614 0.6613 0.1126 -1.6164
H 2.5747 -1.8622 1.4204 -1.0502 -1.2328 -0.3401
H 1.8850 -1.7218 -1.7990 -1.5903 -1.3857 0.9469
H -0.4395 0.1971 1.6883 -0.2515 0.0506 0.3954
H -0.2997 1.0734 -2.1727 1.2173 0.1846 1.8072
H 1.4215 0.8590 -1.4091 -1.9509 0.3645 0.3186
H 1.2006 3.2376 -0.9320 -1.6408 -0.9132 1.0012
H -0.6835 3.1592 -1.0059 1.7638 -0.8248 1.1542
H 1.0632 2.6914 1.3174 -2.3666 -0.2305 -0.9977
H -3.2938 0.0688 1.5117 -0.3977 -1.4250 -1.1277
```
Forces are in eV/Å.

Calculated values
Total charge   -1
LUMO level   0.113 Ha
Highest occupied orbital energy   -3.6 eV


Here is a structure of composition C6H9NO2S from the OMol25 dataset. Energies are from ωB97M-V/def2-TZVPD.

XYZ file:
```
19
Properties=species:S:1:pos:R:3:forces:R:3
C 3.1024 -0.6803 0.2706 -1.9668 -1.5217 3.2072
C -1.1860 0.4887 -0.7532 -2.8144 -0.4318 0.8041
C 0.8075 0.6361 0.8273 -0.8972 -1.3941 -2.4145
C -1.9056 -0.8377 -0.2100 2.1520 0.5096 0.8528
C 1.7169 -0.5844 0.8508 -2.0859 -2.0620 -2.3394
C 0.7015 -1.0127 -0.7195 -0.5896 2.5159 5.6680
N 0.2255 0.3989 -0.5409 1.0906 -0.4744 -1.4497
O 3.3867 0.2156 -0.6064 3.1699 -0.0422 -1.7960
O 3.8058 -1.5914 0.5975 0.8821 -0.2550 -0.4679
S -0.6311 -2.1266 -0.4556 -0.5506 -0.5451 -0.0435
H -1.6757 0.6243 -1.7688 1.7821 -0.1751 0.5245
H -1.6833 1.3070 -0.2058 0.7619 0.0507 0.1174
H -0.0366 0.4794 1.4522 -0.2617 0.4102 1.5449
H 1.2703 1.5861 0.8398 0.2925 1.1590 0.6393
H -2.1647 -0.8407 0.8886 -0.2377 0.2100 -1.4501
H -2.6397 -1.0719 -0.9370 -1.3399 -0.2820 0.1105
H 1.4393 -1.3470 1.6162 0.8068 0.7343 -0.6520
H 1.2486 -1.2732 -1.5309 1.8919 -0.4813 -2.4340
H 2.7248 0.8500 -0.6234 -2.0860 2.0750 -0.4214
```
Forces are in eV/Å.

Calculated values
Total charge   0
LUMO level   0.022 Ha
Highest occupied orbital energy   -8.6 eV
Relative energy (zero: lowest compared OMol25 entry of this formula, charge and spin)   62.0 kcal/mol


Here is an isolated molecule of C6H12O from the OMol25 dataset. Energies are from ωB97M-V/def2-TZVPD.

XYZ file:
```
19
Properties=species:S:1:pos:R:3:forces:R:3
C -1.9320 -0.1365 1.0895 -0.0234 -0.0586 0.0418
C -1.3514 0.9453 0.1702 0.0361 0.0566 0.0234
C -0.4015 0.3858 -0.8795 -0.1312 -0.0247 -0.0509
C 1.0156 0.8524 -1.0572 0.1092 0.1768 -0.0750
C 0.7355 -0.5559 -0.5880 0.0747 -0.1677 0.0092
C 1.2126 -0.9436 0.7896 -0.4035 0.0749 0.0458
O 2.5877 -1.2794 0.7517 0.2133 0.1739 -0.0549
H -2.0460 -1.0797 0.5463 -0.0620 0.0985 0.0435
H -2.9119 0.1426 1.4859 0.1151 0.0195 -0.0207
H -1.2743 -0.3306 1.9425 -0.0801 -0.0051 -0.1311
H -0.8611 1.7258 0.7651 -0.0233 -0.1536 -0.0596
H -2.1674 1.4499 -0.3621 0.1419 -0.0587 0.0902
H -0.9047 0.1439 -1.8146 0.0660 0.0090 0.1474
H 1.4007 1.0337 -2.0564 -0.0746 -0.0744 0.1411
H 1.4006 1.5351 -0.2993 -0.0995 -0.0942 -0.1204
H 0.8767 -1.3537 -1.3154 0.0133 0.1506 0.0676
H 1.0233 -0.1265 1.5061 0.0508 -0.1095 -0.1302
H 0.6972 -1.8343 1.1645 0.0371 0.1301 -0.0867
H 3.0159 -0.6037 0.2091 0.0401 -0.1436 0.1194
```
Forces are in eV/Å.

Calculated values
SMILES   CC[C@H]1C[C@H]1CO
Total charge   0
LUMO level   0.038 Ha
Highest occupied orbital energy   -10.0 eV
Relative energy (zero: lowest compared OMol25 entry of this formula, charge and spin)   29.6 kcal/mol


Here is a cluster of 2 separate species, CH2ClN3O4 in total from the OMol25 dataset. Energies are from ωB97M-V/def2-TZVPD.

XYZ file:
```
11
Properties=species:S:1:pos:R:3:forces:R:3
C -0.5734 1.3232 0.1759 -0.2770 0.7467 0.4944
N -1.5074 0.3974 -0.0275 -0.2084 -0.4919 -0.2410
N 0.6123 0.9799 -0.5812 0.4664 -1.7320 -0.4683
N 0.9648 -1.8147 0.0245 0.0109 -0.8924 -0.0800
O -0.0284 -1.8726 -0.6514 -0.6902 -0.1817 -0.6619
O -0.6661 2.3598 0.7787 -0.0364 0.1227 0.1546
O 1.6403 -2.7404 0.3813 0.3390 -0.4263 0.1770
O 1.3801 -0.6725 0.4572 0.0744 2.1101 0.0902
Cl 1.8436 1.9931 -0.4442 0.3316 0.4669 0.2960
H -1.2522 -0.4635 -0.5072 -0.1193 0.2323 0.1816
H -2.4136 0.5103 0.3940 0.1091 0.0456 0.0573
```
Forces are in eV/Å.

Calculated values
Total charge   0
LUMO level (spin up / spin down)   -0.106 / -0.121 Ha
Highest occupied orbital energy (spin up / spin down)   -10.9 / -10.8 eV
Relative energy (zero: lowest compared OMol25 entry of this formula, charge and spin)   24.6 kcal/mol


Here is an isolated molecule of C3H3NOS from the OMol25 dataset. Energies are from ωB97M-V/def2-TZVPD.

XYZ file:
```
9
Properties=species:S:1:pos:R:3:forces:R:3
S -2.6689 -0.4590 -0.0183 -0.0305 0.0393 -0.0325
C -1.0584 -0.4382 -0.0001 0.2198 -0.3806 0.2755
C -0.0923 0.6580 0.0165 0.6848 2.4997 1.4556
C 1.2306 -0.0028 -0.0014 -1.5718 -1.2216 -0.6168
N 1.0983 -1.2653 -0.0355 -0.0389 0.0706 0.3027
O -0.2986 -1.5347 0.0456 -0.0491 -1.5754 -0.1449
H -0.1786 1.2958 0.9412 -0.1960 -0.5553 -0.7612
H -0.2156 1.3385 -0.7998 -0.1566 0.4858 -0.5905
H 2.1833 0.4076 -0.1482 1.1382 0.6373 0.1121
```
Forces are in eV/Å.

Calculated values
SMILES   S=C1CC=NO1
Total charge   0
LUMO level   0.003 Ha
Highest occupied orbital energy   -9.1 eV
Relative energy (zero: lowest compared OMol25 entry of this formula, charge and spin)   39.5 kcal/mol


Here is an isolated molecule of C8H5NO3 from the OMol25 dataset. Energies are from ωB97M-V/def2-TZVPD.

XYZ file:
```
17
Properties=species:S:1:pos:R:3:forces:R:3
O 1.5693 -2.0794 -1.2353 -2.9411 1.4349 0.9890
C 0.5911 -1.4131 -0.8540 1.7600 -2.1973 -1.4654
C 0.6216 -0.1979 -0.0408 0.9129 -0.0498 -0.3054
C 1.7836 0.3859 0.4705 -1.9498 -0.2914 -0.4629
C 1.5063 1.5908 1.1141 2.6886 -0.8158 -0.8507
C 0.2426 2.0658 1.1770 -1.4840 0.6004 1.3661
C -0.9299 1.4739 0.6823 0.3980 0.7833 1.2410
C -0.6627 0.3210 0.0461 -0.8494 -1.5181 -2.3421
C -1.6082 -0.5839 -0.8097 0.0430 -0.9380 2.4499
O -2.8085 -0.6258 -0.8708 0.1423 0.8152 -0.5120
N -0.7968 -1.6594 -1.1457 2.6472 1.0554 0.0344
O -1.1559 -2.7041 -1.9226 -1.8186 -1.5893 1.5090
H 2.7311 -0.1128 0.3300 0.1148 0.2203 0.1332
H 2.3631 2.1671 1.4899 -0.6733 -0.1516 0.1888
H 0.1971 2.8354 1.8926 -0.6831 1.5124 0.3242
H -1.9403 1.8091 0.9424 0.5345 0.1265 -0.4604
H -1.7034 -3.2726 -1.2662 1.1580 1.0028 -1.8368
```
Forces are in eV/Å.

Calculated values
SMILES   O=C1c2ccccc2C(=O)N1O
Total charge   0
LUMO level   -0.019 Ha
Highest occupied orbital energy   -10.0 eV
Relative energy (zero: lowest compared OMol25 entry of this formula, charge and spin)   51.5 kcal/mol


Across the entries above, E takes the values -1690.35246 -3545.39512 -837.35991 -311.01206 -964.47284 -644.22397 -588.27627 Eh, respectively.
Across the entries above, molecular weight takes the values 577.768 244.778 159.210 100.161 155.497 101.130 163.132 g/mol, respectively.